# 1
The following is a DFT calculation (the ωB97M-V functional and the def2-TZVPD basis) of a molecular structure, CH3ClS2 at a distorted geometry.

Structure (XYZ):
```
7
Properties=species:S:1:pos:R:3
C -0.48 0.18 0.38
H 1.62 -0.82 0.43
H -2.00 0.44 -1.35
H -0.25 -0.37 1.29
S -1.98 -0.38 -0.29
S 0.50 1.34 -0.19
Cl 2.60 -0.39 -0.28
```

## Properties
**HOMO-LUMO gap**: 8.2 eV
**Energy above the lowest of the compared OMol25 structures with the same formula, charge and spin**: 143.7 kJ/mol
**E_HOMO**: -8.66 eV
**Net charge**: 0
**E_LUMO**: -0.5 eV
**DFT total energy**: -35277.2278 eV

=====

# 2
The following is a DFT calculation (the ωB97M-V functional and the def2-TZVPD basis) of a molecular structure, C6H70NO29 at a distorted geometry.

Structure (XYZ):
```
106
Properties=species:S:1:pos:R:3
C -2.87 3.24 0.40
O -2.39 2.01 0.89
C -1.37 1.40 0.04
C -1.22 -0.08 0.50
N 0.03 -0.57 -0.17
H -0.22 -0.78 -1.16
H 0.63 0.24 -0.43
C 0.61 -1.77 0.55
C 1.65 -2.32 -0.42
O 2.32 -3.44 0.18
C 3.14 -4.10 -0.71
H -3.20 3.36 -0.61
H -2.11 3.98 0.26
H -3.78 3.63 1.09
H -0.50 2.05 0.12
H -1.61 1.46 -0.92
H -2.14 -0.45 0.37
H -1.15 -0.08 1.70
H -0.10 -2.62 0.64
H 1.05 -1.32 1.38
H 2.46 -1.56 -0.70
H 1.09 -2.78 -1.36
H 2.86 -4.00 -1.74
H 3.36 -5.07 -0.34
H 4.12 -3.60 -0.61
O 0.93 -2.19 3.93
H 1.69 -2.41 4.45
H 0.52 -2.99 3.79
O -6.09 2.85 1.47
H -5.38 2.86 2.07
H -6.61 2.80 2.35
O 0.98 0.45 3.92
H 1.01 -0.48 3.65
H 0.06 0.53 3.90
O -1.45 -3.43 -1.46
H -1.22 -4.33 -1.06
H -2.35 -3.16 -1.03
O 2.14 -0.37 -2.91
H 2.94 -0.65 -2.39
H 1.89 -0.90 -3.71
O -6.57 5.77 1.37
H -5.76 6.24 1.54
H -6.22 4.98 1.26
O 4.77 -0.20 0.46
H 4.87 -1.15 0.64
H 5.12 -0.21 -0.46
O 0.14 3.67 1.99
H 0.94 3.62 2.47
H 0.57 4.28 1.29
O -4.07 7.10 1.68
H -4.55 7.23 2.55
H -3.37 6.43 1.94
O -1.76 2.55 -2.89
H -1.80 3.48 -2.52
H -2.53 2.13 -2.78
O 6.96 -4.45 0.11
H 6.71 -5.43 -0.12
H 6.88 -3.97 -0.68
O -3.65 -2.84 0.11
H -3.60 -2.21 0.87
H -4.54 -2.98 0.23
O 0.18 -5.53 -3.05
H 0.10 -5.43 -2.00
H 0.81 -5.07 -3.42
O -0.47 -1.03 -2.25
H 0.43 -0.92 -2.50
H -0.62 -1.89 -1.91
O 0.49 -5.60 -0.79
H 0.98 -5.05 -0.19
H 0.55 -6.39 -0.24
O -1.29 6.98 0.55
H -1.41 7.42 -0.37
H -0.61 6.30 0.28
O 2.27 0.94 0.42
H 3.15 0.51 0.36
H 2.21 1.87 0.00
O -4.15 1.60 -2.05
H -4.75 1.73 -1.34
H -4.46 2.39 -2.66
O -3.74 -0.57 2.11
H -3.49 -0.90 3.08
H -3.70 0.28 2.24
O 2.49 -4.35 -4.11
H 3.43 -4.20 -3.85
H 2.68 -4.63 -5.05
O 5.38 -2.50 1.70
H 5.77 -1.98 2.43
H 5.89 -3.18 1.39
O 3.09 -4.22 3.00
H 3.17 -3.80 2.26
H 3.43 -3.81 3.80
O -4.15 2.06 3.32
H -4.15 1.62 4.18
H -3.52 2.78 3.42
O 1.10 2.30 -2.92
H 1.21 1.33 -2.91
H 0.22 2.40 -2.90
O -2.43 4.95 -1.56
H -3.22 4.84 -2.18
H -2.19 5.83 -1.62
O 2.31 3.27 -0.46
H 2.97 3.58 -0.84
H 1.80 2.74 -1.02
O 4.29 -1.88 -2.33
H 5.09 -1.78 -1.94
H 4.57 -2.54 -3.10
```

## Properties
**HOMO-LUMO gap**: 8.3 eV
**Energy above the lowest of the compared OMol25 structures with the same formula, charge and spin**: 162.1 kJ/mol
**E_HOMO**: -11.44 eV
**Net charge**: +1
**E_LUMO**: -3.1 eV
**DFT total energy**: -68209.8475 eV

=====

# 3
The following is a DFT calculation (the ωB97M-V functional and the def2-TZVPD basis) of 2 unconnected molecules or ions with the total composition C3H5P3 at a distorted geometry.

Structure (XYZ):
```
11
Properties=species:S:1:pos:R:3
C -0.72 1.16 0.30
C -0.88 -1.37 0.08
C 1.63 0.05 -0.37
P -2.26 1.16 -0.34
P -2.53 -1.10 -0.32
P 0.30 -0.17 0.81
H -0.23 2.40 1.01
H -0.63 -2.40 0.43
H 1.80 -0.99 -0.60
H 2.33 0.64 0.19
H 1.17 0.60 -1.18
```

## Properties
**HOMO-LUMO gap**: 7.9 eV
**Energy above the lowest of the compared OMol25 structures with the same formula, charge and spin**: 206.1 kJ/mol
**E_HOMO**: -8.71 eV
**Net charge**: 0
**E_LUMO**: -0.8 eV
**DFT total energy**: -31054.6148 eV

=====

# 4
The following is a DFT calculation (the ωB97M-V functional and the def2-TZVPD basis) of 2 unconnected molecules or ions with the total composition C3H6O2.

Structure (XYZ):
```
11
Properties=species:S:1:pos:R:3
O 1.30 -0.87 0.59
C 0.19 -0.09 0.87
C -0.02 1.29 0.22
O -1.39 0.86 -0.03
C -1.22 -0.41 0.32
H 1.25 -1.17 -0.32
H 0.11 -0.01 1.96
H 0.02 2.21 0.82
H 0.50 1.43 -0.74
H -0.63 -1.62 -1.57
H -0.11 -1.64 -2.11
```

## Properties
**HOMO-LUMO gap**: 9.4 eV
**Energy above the lowest of the compared OMol25 structures with the same formula, charge and spin**: 505.5 kJ/mol
**E_HOMO**: -8.87 eV
**Net charge**: 0
**E_LUMO**: 0.5 eV
**DFT total energy**: -7298.4388 eV

=====

# 5
The following is a DFT calculation (the ωB97M-V functional and the def2-TZVPD basis) of C18H27N5O3 in the gas phase at a distorted geometry.

Structure (XYZ):
```
53
Properties=species:S:1:pos:R:3
C -6.24 -2.25 -0.61
C -5.22 -1.20 -0.34
N -4.02 -1.39 -0.83
C -3.10 -0.46 -0.60
N -1.84 -0.40 -0.98
C -1.40 0.75 -0.45
N -2.30 1.43 0.25
N -3.39 0.68 0.16
C -4.61 0.90 0.68
C -5.56 -0.06 0.43
H -6.56 0.05 0.81
C -4.82 2.15 1.46
H -4.61 3.01 0.83
H -4.11 2.18 2.29
H -5.83 2.21 1.84
C -0.01 1.25 -0.65
O 0.53 1.37 -1.71
O 0.54 1.54 0.53
C 1.85 2.09 0.50
H 2.13 2.24 1.54
H 1.83 3.06 -0.02
C 2.93 1.26 -0.23
O 3.64 1.82 -1.04
N 3.09 -0.03 0.12
C 2.39 -0.73 1.18
H 3.10 -1.47 1.58
H 2.15 -0.04 1.98
C 1.10 -1.48 0.78
C 1.16 -2.11 -0.61
H 1.88 -2.92 -0.64
H 1.42 -1.37 -1.36
H 0.18 -2.51 -0.86
C 0.81 -2.55 1.84
H 1.59 -3.31 1.84
H -0.14 -3.03 1.63
H 0.76 -2.10 2.83
H 0.27 -0.78 0.79
C 4.17 -0.75 -0.54
H 3.82 -1.75 -0.80
H 4.40 -0.20 -1.45
C 5.45 -0.86 0.31
C 5.94 0.51 0.77
H 6.07 1.16 -0.09
H 5.22 0.98 1.44
H 6.89 0.42 1.29
C 6.52 -1.57 -0.51
H 6.18 -2.55 -0.84
H 7.42 -1.71 0.08
H 6.77 -0.98 -1.39
H 5.24 -1.47 1.20
H -6.62 -2.66 0.32
H -5.79 -3.04 -1.21
H -7.08 -1.82 -1.16
```

## Properties
**HOMO-LUMO gap**: 9.1 eV
**Energy above the lowest of the compared OMol25 structures with the same formula, charge and spin**: 113.5 kJ/mol
**Structure (SMILES)**: Cc1cc(C)n2nc(C(=O)OCC(=O)N(CC(C)C)CC(C)C)nc2n1
**E_HOMO**: -8.94 eV
**Net charge**: 0
**E_LUMO**: 0.1 eV
**DFT total energy**: -32698.1236 eV

=====

# 6
The following is a DFT calculation (the ωB97M-V functional and the def2-TZVPD basis) of 2 unconnected molecules or ions with the total composition C3H6FNO at a distorted geometry.

Structure (XYZ):
```
12
Properties=species:S:1:pos:R:3
C -1.33 0.73 -0.27
C 1.73 0.10 0.48
C 0.40 -0.48 0.69
N -2.03 -0.11 -0.98
O -1.23 1.88 -0.03
F 0.33 -1.65 0.00
H 1.83 1.24 0.58
H 2.02 0.10 -0.63
H 2.63 -0.34 1.03
H 0.00 -0.69 1.62
H -2.00 -1.06 -0.65
H -2.34 0.28 -1.84
```

## Properties
**HOMO-LUMO gap**: 8.5 eV
**Energy above the lowest of the compared OMol25 structures with the same formula, charge and spin**: 309.0 kJ/mol
**E_HOMO**: -7.76 eV
**Net charge**: 0
**E_LUMO**: 0.7 eV
**DFT total energy**: -9460.5927 eV

=====

# 7
The following is a DFT calculation (the ωB97M-V functional and the def2-TZVPD basis) of a molecular structure, C15H7Cl5NOPtS4.

Structure (XYZ):
```
34
Properties=species:S:1:pos:R:3
Pt 0.32 0.30 -0.48
Cl 1.75 0.27 2.30
C 0.69 1.63 2.08
C -0.08 1.69 0.91
C -0.86 2.84 0.76
Cl -1.83 3.02 -0.67
C -0.89 3.86 1.71
Cl -1.87 5.26 1.47
C -0.12 3.75 2.86
Cl -0.17 5.00 4.06
C 0.68 2.63 3.05
Cl 1.66 2.50 4.46
S -1.96 -0.27 -2.02
C -1.87 -1.43 -0.82
N -0.94 -1.40 0.14
C -1.08 -2.43 1.05
C -0.28 -2.64 2.17
C -0.55 -3.71 3.00
C -1.61 -4.58 2.73
C -2.41 -4.38 1.62
C -2.14 -3.30 0.79
S -2.98 -2.78 -0.65
H 0.53 -1.96 2.38
H 0.06 -3.88 3.88
H -1.80 -5.42 3.39
H -3.23 -5.05 1.40
C 4.05 -0.45 -3.74
O 3.56 0.66 -2.99
C 2.51 0.46 -2.19
S 1.91 1.77 -1.33
S 1.74 -1.01 -1.99
H 4.91 -0.07 -4.29
H 3.29 -0.82 -4.42
H 4.35 -1.26 -3.07
```

## Properties
**HOMO-LUMO gap**: 6.6 eV
**Energy above the lowest of the compared OMol25 structures with the same formula, charge and spin**: 61.4 kJ/mol
**E_HOMO**: -4.08 eV
**Net charge**: -1
**E_LUMO**: 2.5 eV
**DFT total energy**: -128410.0445 eV

=====

# 8
The following is a DFT calculation (the ωB97M-V functional and the def2-TZVPD basis) of C6H14O in the gas phase at a distorted geometry.

Structure (XYZ):
```
21
Properties=species:S:1:pos:R:3
C 1.97 -1.14 -0.20
C 0.19 -1.17 0.45
C -0.79 -2.39 0.49
C -0.58 -0.04 -0.24
C -0.16 1.37 0.12
C -0.71 2.41 -0.84
O -0.60 1.62 1.44
H 2.77 -1.65 0.38
H 2.33 -0.08 -0.21
H 2.03 -1.50 -1.22
H 0.88 -0.97 1.23
H -0.40 -3.30 0.94
H -1.18 -2.62 -0.51
H -1.71 -2.14 1.07
H -1.68 -0.11 -0.11
H -0.42 -0.23 -1.31
H 0.94 1.39 0.08
H -1.81 2.43 -0.79
H -0.40 2.20 -1.87
H -0.34 3.40 -0.57
H -0.33 2.52 1.66
```

## Properties
**HOMO-LUMO gap**: 10.2 eV
**Energy above the lowest of the compared OMol25 structures with the same formula, charge and spin**: 248.3 kJ/mol
**Structure (SMILES)**: CC(C)C[C@@H](C)O
**E_HOMO**: -9.22 eV
**Net charge**: 0
**E_LUMO**: 1.0 eV
**DFT total energy**: -8494.3187 eV

=====

# 9
The following is a DFT calculation (the ωB97M-V functional and the def2-TZVPD basis) of a molecular structure, C3H8N2OS at a distorted geometry.

Structure (XYZ):
```
15
Properties=species:S:1:pos:R:3
C 1.30 0.82 -0.80
C 1.26 -0.68 -0.49
C -0.16 0.98 -1.18
N -0.61 0.13 1.49
N -1.56 -0.34 2.36
O -1.55 -1.63 -0.40
S -0.49 -0.41 0.05
H 1.53 1.22 0.28
H 1.95 1.29 -1.61
H 1.17 -1.36 -1.34
H 2.01 -1.10 0.18
H -0.61 1.94 -1.09
H -0.46 0.60 -2.10
H -1.29 -1.31 2.68
H -2.48 -0.16 1.96
```

## Properties
**HOMO-LUMO gap**: 9.1 eV
**Energy above the lowest of the compared OMol25 structures with the same formula, charge and spin**: 608.3 kJ/mol
**E_HOMO**: -8.37 eV
**Net charge**: 0
**E_LUMO**: 0.7 eV
**DFT total energy**: -19098.1978 eV

=====

# 10
The following is a DFT calculation (the ωB97M-V functional and the def2-TZVPD basis) of a molecular structure, C37H37CrF6N2O10PS3Te at a distorted geometry.

Structure (XYZ):
```
98
Properties=species:S:1:pos:R:3
Cr -0.01 0.28 1.24
O 1.23 -1.41 1.72
C 2.20 -1.70 0.68
C 2.35 -0.37 -0.14
O 3.42 0.01 -0.55
O 1.18 0.13 -0.37
C 1.52 -2.71 -0.26
C 0.49 -3.51 0.21
C -0.17 -4.38 -0.65
C 0.21 -4.47 -1.98
C 1.25 -3.68 -2.45
C 1.90 -2.80 -1.59
C 3.48 -2.29 1.26
C 4.62 -2.39 0.47
C 5.81 -2.87 1.00
C 5.87 -3.29 2.32
C 4.72 -3.24 3.10
C 3.54 -2.75 2.57
H 1.72 -1.12 2.52
H 0.19 -3.43 1.25
H -0.98 -5.00 -0.28
H -0.32 -5.13 -2.65
H 1.56 -3.74 -3.48
H 2.69 -2.16 -1.98
H 4.60 -2.05 -0.56
H 6.69 -2.91 0.38
H 6.79 -3.66 2.74
H 4.74 -3.57 4.13
H 2.66 -2.74 3.20
C -1.29 -2.34 -5.25
C -1.35 -1.05 -4.42
C 0.07 -0.49 -4.28
C -2.20 -0.01 -5.17
C -2.00 -1.32 -3.07
C -3.26 -1.93 -3.03
C -3.95 -2.13 -1.84
C -3.34 -1.69 -0.67
S -3.97 -1.73 0.95
C -2.51 -0.99 1.52
N -1.63 -0.74 0.59
C -2.08 -1.12 -0.68
C -1.40 -0.93 -1.88
C -2.19 -0.66 2.89
C -3.02 -0.94 3.98
C -2.55 -0.71 5.25
C -1.25 -0.22 5.43
C -0.45 0.07 4.34
C -0.90 -0.09 3.02
H -0.73 -2.16 -6.17
H -2.29 -2.70 -5.53
H -0.79 -3.14 -4.69
H 0.49 -0.33 -5.28
H 0.71 -1.19 -3.74
H 0.07 0.46 -3.76
H -1.77 0.17 -6.16
H -2.22 0.93 -4.62
H -3.23 -0.36 -5.30
H -3.74 -2.25 -3.95
H -4.92 -2.60 -1.83
H -0.42 -0.46 -1.85
H -4.01 -1.34 3.81
H -3.17 -0.91 6.11
H -0.87 -0.07 6.43
H 0.54 0.45 4.52
F 4.25 2.85 1.61
C 4.28 1.89 2.53
F 5.00 2.31 3.58
F 4.87 0.81 2.03
S 2.57 1.48 3.10
O 1.75 1.43 1.89
O 2.73 0.21 3.77
N 2.29 2.69 4.06
S 1.02 3.66 3.91
O -0.19 2.98 3.58
O 1.04 4.59 5.00
C 1.46 4.73 2.46
F 2.74 5.12 2.59
F 0.68 5.82 2.48
F 1.31 4.12 1.29
C -4.37 1.74 -1.74
C -3.33 2.08 -0.70
O -2.07 2.26 -1.37
P -0.80 2.79 -0.50
O -0.85 1.96 0.81
Te 0.95 2.97 -2.05
O -1.28 4.22 0.06
C -1.12 5.44 -0.67
C -2.11 5.56 -1.82
H -5.35 1.64 -1.27
H -4.11 0.79 -2.22
H -4.41 2.52 -2.50
H -3.23 1.29 0.04
H -3.59 3.00 -0.17
H -0.10 5.51 -1.05
H -1.29 6.23 0.06
H -1.86 4.83 -2.60
H -2.07 6.56 -2.24
H -3.13 5.36 -1.46
```

## Properties
**HOMO-LUMO gap (alpha / beta)**: 6.3 / 6.3 eV
**Energy above the lowest of the compared OMol25 structures with the same formula, charge and spin**: 55.6 kJ/mol
**<S²>**: 0.787
**E_HOMO (alpha / beta)**: -4.53 / -4.54 eV
**Net charge**: -1
**2S+1**: 2
**E_LUMO (alpha / beta)**: 1.8 / 1.8 eV
**DFT total energy**: -156245.4575 eV

=====

# 11
The following is a DFT calculation (the ωB97M-V functional and the def2-TZVPD basis) of a molecular structure, C13H29ClFInNO3S at a distorted geometry.

Structure (XYZ):
```
50
Properties=species:S:1:pos:R:3
N -4.40 -0.82 -0.02
C -4.69 -0.39 -1.06
O -5.00 0.16 -2.17
In -3.93 -0.57 -3.83
Cl -4.77 -2.73 -4.40
S -1.49 -0.79 -3.14
O -1.28 -1.91 -2.26
O -0.96 0.46 -2.65
F -0.67 -1.12 -4.49
H -4.12 0.50 -5.17
C -1.42 -3.42 5.82
C -0.99 -2.07 5.27
C -2.16 -1.17 4.87
C -3.05 -1.72 3.76
C -2.32 -2.04 2.45
C -1.68 -0.83 1.80
H -1.97 -4.00 5.07
H -0.56 -4.01 6.13
H -2.07 -3.29 6.69
H -0.33 -2.22 4.41
H -0.39 -1.55 6.03
H -1.76 -0.19 4.57
H -2.78 -0.98 5.76
H -3.84 -0.99 3.55
H -3.56 -2.62 4.11
H -3.05 -2.46 1.75
H -1.57 -2.82 2.62
H -2.43 -0.07 1.59
H -1.23 -1.10 0.84
H -0.90 -0.39 2.42
C 5.46 2.85 -1.26
C 4.96 2.77 -2.70
C 3.57 3.37 -2.89
C 2.45 2.68 -2.09
C 2.29 1.18 -2.37
C 1.93 0.87 -3.82
H 4.83 2.27 -0.58
H 6.47 2.44 -1.18
H 5.49 3.88 -0.91
H 4.97 1.73 -3.03
H 5.66 3.30 -3.35
H 3.32 3.35 -3.95
H 3.59 4.43 -2.60
H 1.51 3.18 -2.31
H 2.63 2.82 -1.02
H 1.51 0.80 -1.73
H 3.21 0.65 -2.10
H 1.00 1.37 -4.09
H 1.78 -0.20 -3.95
H 2.71 1.19 -4.51
```

## Properties
**HOMO-LUMO gap**: 9.9 eV
**Energy above the lowest of the compared OMol25 structures with the same formula, charge and spin**: 0.0 kJ/mol
**E_HOMO**: -7.09 eV
**Net charge**: -1
**E_LUMO**: 2.8 eV
**DFT total energy**: -52836.9954 eV

=====

# 12
The following is a DFT calculation (the ωB97M-V functional and the def2-TZVPD basis) of 2 unconnected molecules or ions with the total composition C18H33O4S at a distorted geometry.

Structure (XYZ):
```
56
Properties=species:S:1:pos:R:3
C 1.75 -7.17 -6.00
C 1.35 -5.75 -5.65
C 1.62 -5.40 -4.19
C 1.22 -3.96 -3.85
C 1.50 -3.62 -2.39
C 1.10 -2.20 -2.01
C 1.42 -1.90 -0.55
C 1.02 -0.46 -0.18
S 1.40 -0.02 1.51
C 0.45 1.56 1.59
C 0.44 2.21 2.89
C 0.42 1.53 4.18
C 0.72 3.63 2.83
O 0.93 4.31 1.82
O 0.75 4.20 4.07
C 1.30 5.50 4.07
H 1.53 -7.38 -7.05
H 2.82 -7.34 -5.84
H 1.19 -7.90 -5.40
H 1.89 -5.04 -6.29
H 0.28 -5.60 -5.86
H 1.07 -6.09 -3.54
H 2.69 -5.53 -3.98
H 1.76 -3.26 -4.50
H 0.15 -3.83 -4.06
H 0.95 -4.33 -1.74
H 2.57 -3.77 -2.18
H 1.64 -1.48 -2.65
H 0.03 -2.05 -2.19
H 0.87 -2.60 0.10
H 2.49 -2.04 -0.37
H 1.57 0.24 -0.82
H -0.06 -0.33 -0.32
H 0.97 2.25 0.90
H -0.58 1.38 1.23
H 0.47 2.30 4.96
H -0.50 0.94 4.31
H 1.28 0.85 4.32
H 1.39 5.77 5.12
H 2.29 5.50 3.59
H 0.64 6.20 3.54
C -2.57 5.08 3.45
C -2.75 3.69 2.93
C -2.41 2.57 3.59
C -3.22 3.58 1.51
O -3.33 4.51 0.72
O -3.51 2.30 1.19
C -4.08 2.15 -0.10
H -2.69 5.77 2.62
H -3.31 5.31 4.22
H -1.57 5.19 3.90
H -2.68 1.60 3.20
H -2.02 2.66 4.61
H -4.36 1.10 -0.16
H -4.97 2.78 -0.22
H -3.35 2.40 -0.87
```

## Properties
**HOMO-LUMO gap (alpha / beta)**: 8.9 / 7.7 eV
**<S²>**: 0.756
**E_HOMO (alpha / beta)**: -8.23 / -8.54 eV
**Net charge**: 0
**2S+1**: 2
**E_LUMO (alpha / beta)**: 0.6 / -0.9 eV
**DFT total energy**: -38225.2391 eV